Density functional theory data (the ωB97M-V functional and the def2-TZVPD basis) for a molecular structure, C37H53N2P2PtSbSi2.

Geometry as XYZ:
```
98
Properties=species:S:1:pos:R:3
Pt 0.07620 1.30476 0.29687
C 2.71171 0.25919 -2.05336
Si 2.95530 -0.58543 -0.41252
C 2.58388 -2.38982 -0.51960
C 4.63581 -0.26403 0.31663
N 1.76137 0.19362 0.68956
P 1.64469 0.12130 2.33308
C -0.02358 0.60819 2.46216
P -1.67194 0.09847 2.16139
N -1.64410 0.10284 0.53382
Si -3.03820 0.11049 -0.59957
C -2.54097 -0.93843 -2.03881
C -4.55802 -0.51537 0.26224
C -3.32039 1.88176 -1.09201
C -2.71823 1.34510 2.91429
C -3.91449 1.00335 3.54480
C -4.72971 1.99409 4.07184
C -4.35564 3.32586 3.97426
C -3.16664 3.67442 3.34292
C -2.35153 2.69054 2.81232
C -2.07029 -1.48976 2.86403
C -2.13292 -1.64525 4.25118
C -2.38182 -2.89576 4.79081
C -2.56418 -3.98944 3.95260
C -2.48408 -3.84230 2.57421
C -2.22898 -2.59399 2.02640
C 2.07315 -1.49246 2.95070
C 1.15771 -2.53208 2.76618
C 1.49832 -3.82637 3.11708
C 2.76174 -4.09342 3.63062
C 3.68868 -3.07132 3.78123
C 3.35225 -1.77018 3.44079
C 2.57288 1.38254 3.19731
C 2.89436 1.24882 4.54934
C 3.52294 2.29089 5.21404
C 3.82431 3.46633 4.54108
C 3.48919 3.61023 3.20060
C 2.86024 2.57414 2.53263
H 2.97862 -0.39683 -2.88426
H 3.33077 1.15553 -2.12823
H 1.66108 0.53846 -2.18338
H 3.28291 -2.86233 -1.21501
H 1.57073 -2.57487 -0.88463
H 2.69737 -2.87748 0.45117
H 5.36809 -0.10484 -0.47863
H 4.97589 -1.11546 0.90958
H 4.64780 0.62567 0.95135
H -2.56774 -2.00202 -1.79068
H -1.52536 -0.69619 -2.36424
H -3.21288 -0.78296 -2.88614
H -4.40375 -1.42558 0.84070
H -5.31506 -0.74110 -0.49449
H -4.97109 0.25055 0.92187
H -2.36815 2.39967 -1.22010
H -3.88608 2.40356 -0.31564
H -3.87583 1.96699 -2.02898
H -4.22216 -0.03173 3.61443
H -5.65724 1.72445 4.55866
H -4.99119 4.09594 4.39117
H -2.87749 4.71474 3.27142
H -1.42280 2.97038 2.32642
H -1.98474 -0.79498 4.90689
H -2.43726 -3.01908 5.86388
H -2.76622 -4.96378 4.37804
H -2.61972 -4.69915 1.92770
H -2.13756 -2.47790 0.95381
H 0.18459 -2.33612 2.33906
H 0.78364 -4.62744 2.98250
H 3.02943 -5.10531 3.90530
H 4.67756 -3.28755 4.16208
H 4.09046 -0.98616 3.54097
H 2.63975 0.34962 5.09334
H 3.77635 2.18382 6.25996
H 4.31782 4.27459 5.06408
H 3.72198 4.53056 2.68077
H 2.60495 2.67571 1.48667
C -1.90194 5.13451 -0.35766
C -0.38038 5.23651 -0.33230
Sb 0.63422 3.49761 -1.01788
C 0.31225 3.41663 -3.12463
C -0.97970 2.77040 -3.60878
C 2.68250 4.09797 -0.98578
C 2.83680 5.59280 -1.25881
H -2.34184 6.08613 -0.05795
H -2.27035 4.36698 0.32438
H -2.28102 4.90318 -1.35382
H -0.00262 5.42586 0.67393
H -0.02144 6.04218 -0.97454
H 1.19007 2.89592 -3.50996
H 0.38360 4.46229 -3.43170
H -1.05222 1.72637 -3.29907
H -1.01195 2.79379 -4.69848
H -1.86298 3.29349 -3.24563
H 3.16182 3.49708 -1.75848
H 3.11978 3.81160 -0.03170
H 2.37511 5.88822 -2.20231
H 3.89561 5.84456 -1.32749
H 2.40614 6.20155 -0.46449
```

Its net charge is +2. The multiplicity is 5. Its frontier orbital gap (alpha / beta) is 8.4597 / 6.4277 eV. The LUMO energy (alpha / beta) is -4.62 / -7.76 eV. For the molecular weight, the calculation gives 960.803 g/mol. Its electronic energy is -3171.95404 a.u. The calculation puts the highest occupied orbital energy (alpha / beta) at -13.08 / -14.19 eV.


Density functional theory data (the ωB97M-V functional and the def2-TZVPD basis) for a gas-phase ion, C5H7N2 (charge +1).

Geometry as XYZ:
```
14
Properties=species:S:1:pos:R:3
C 0.37858 -0.20757 0.66788
C 1.51607 -0.49326 1.48674
C 1.79398 -0.13016 0.21085
C 2.40939 0.09587 -1.07957
C -3.06880 0.18464 -0.05756
N -0.88069 -0.14765 0.55560
N -1.84582 0.57736 0.57582
H 1.96051 -0.84843 2.42221
H 1.77488 0.69735 -1.75897
H 2.74929 -0.85667 -1.56634
H 3.44378 0.46130 -0.85628
H -3.76025 0.04363 0.76809
H -3.47120 1.19295 -0.52652
H -2.99972 -0.56934 -0.84195
```

Its net charge is +1. The multiplicity is 1. Its frontier orbital gap is 9.2316 eV. The LUMO energy is -4.68 eV. For the molecular weight, the calculation gives 95.125 g/mol. Its electronic energy is -303.79808 a.u. The calculation puts the highest occupied orbital energy at -13.92 eV.


Density functional theory data (the ωB97M-V functional and the def2-TZVPD basis) for a molecular structure, C22H60O10.

Geometry as XYZ:
```
92
Properties=species:S:1:pos:R:3
C 33.75600 0.64100 41.06600
C 34.59800 1.58100 41.89400
O 34.98400 1.05800 43.10900
O 32.89600 1.12400 40.07000
H 33.25300 0.01400 41.83000
H 34.45300 -0.13500 40.46700
H 33.90400 2.37400 42.13600
H 35.42200 2.10700 41.49000
H 35.89200 1.43400 43.49600
H 33.36800 1.49800 39.34600
C 35.75400 3.27200 38.00000
C 36.40100 1.85700 37.78800
O 37.45900 2.02700 37.03800
O 34.46000 3.17600 38.49400
H 35.77200 3.94200 37.09800
H 36.36200 3.72700 38.80400
H 35.67100 1.27900 37.15600
H 36.77500 1.44400 38.64800
H 38.06100 2.44900 37.43600
H 34.16400 3.78400 39.07100
C 33.53100 2.93400 34.10400
C 32.55100 4.00600 34.62900
C 33.00700 5.32900 35.20500
O 31.66200 4.34000 33.61700
H 32.90100 2.03100 33.73300
H 34.33300 2.48700 34.98000
H 34.04300 3.44600 33.27400
H 32.07500 3.45300 35.46500
H 33.70700 5.34300 36.04100
H 32.25000 6.00700 35.62100
H 33.59400 5.87400 34.74300
H 30.84600 3.93600 33.81700
C 39.15700 2.31800 33.43400
C 40.66700 2.55000 33.30900
C 41.53800 1.82900 34.37800
O 41.18500 2.31900 32.04800
H 38.58300 2.35400 34.28700
H 38.78600 1.36700 32.94500
H 38.57600 2.93100 32.80700
H 40.67400 3.67900 33.57500
H 41.40600 2.07200 35.55500
H 42.62100 2.29400 34.46000
H 41.37700 0.77400 34.28500
H 41.73700 2.90600 32.06100
C 37.94700 0.99500 40.07600
C 39.20700 1.83900 40.76000
C 39.31500 1.62700 42.26700
O 40.39400 1.68600 40.18500
H 38.14900 0.05700 40.00600
H 37.95900 1.42300 38.95500
H 36.92100 1.00000 40.44600
H 39.08800 2.85100 40.47800
H 38.38600 1.98400 42.97000
H 40.28000 1.99900 42.66900
H 39.26100 0.64700 42.78500
H 41.00100 2.49000 40.42500
C 40.69100 4.90000 37.21800
C 39.50000 5.27200 38.21000
C 38.25100 5.84800 37.58000
O 39.18700 4.14900 38.92200
H 40.49900 4.00700 36.48900
H 41.50100 4.81200 37.68700
H 41.01800 5.65600 36.43900
H 40.06600 5.88600 39.12300
H 37.89800 5.30500 36.54600
H 38.63400 6.96700 37.25200
H 37.42600 5.81900 38.35200
H 39.95600 3.64400 39.24900
C 39.96500 1.19700 36.74600
C 39.25000 1.04500 35.40700
C 39.18600 -0.42900 34.99300
O 37.83100 1.43900 35.56400
H 41.00100 1.02300 36.72300
H 39.68400 0.41100 37.45600
H 39.66300 2.06200 37.23600
H 39.65900 1.55900 34.62000
H 38.73300 -1.12300 35.87600
H 40.21700 -0.76900 35.03700
H 38.70500 -0.44300 34.02800
H 38.02200 2.28100 36.08100
C 31.64300 5.12800 41.59100
C 32.25000 4.65500 40.26300
C 31.43500 5.03900 39.03000
O 33.45800 5.18800 40.16700
H 30.95000 4.43900 41.91900
H 31.08800 6.01100 41.48600
H 32.23500 5.10900 42.53900
H 32.18200 3.56300 40.19100
H 31.21800 5.93300 39.15200
H 30.35600 4.47800 38.99600
H 31.71700 4.57200 38.16400
H 33.32800 6.03900 40.21700
```

The multiplicity is 1. Its frontier orbital gap is 6.9605 eV. The LUMO energy is 0.01 eV. For the molecular weight, the calculation gives 484.712 g/mol. Its electronic energy is -1625.63663 a.u. The calculation puts the highest occupied orbital energy at -6.95 eV.


Density functional theory data (the ωB97M-V functional and the def2-TZVPD basis) for 2 unconnected molecules or ions with the total composition C13H27N3O8.

Geometry as XYZ:
```
51
Properties=species:S:1:pos:R:3
O 1.52160 6.43562 1.35223
O 0.25750 -0.95981 1.82368
O -1.50520 3.36113 0.01558
O -1.17989 -4.87845 0.62100
O -2.98264 -4.39129 -3.82031
O 1.59309 -4.77078 -0.06065
O -0.53523 -5.34683 -3.62105
O -0.29428 -2.86822 -0.91791
C 1.90623 5.46955 1.99574
C 0.72371 -0.13328 1.06026
C -0.69032 4.11826 0.53923
N 1.26529 -0.55487 -0.06134
N -1.08112 5.22518 1.18226
N 1.59341 4.21436 1.67946
C 2.75640 5.66489 3.22853
C -2.47126 5.63883 1.36024
C -0.56169 -5.78425 -0.31312
C -2.20796 -3.90677 -2.71020
C 0.67333 1.36100 1.38596
C 0.61160 -5.11208 -1.04635
C -0.71299 -4.05059 -3.03775
C 0.24184 -3.83076 -1.83557
C 1.10849 2.29266 0.23283
C 0.82507 3.78756 0.49452
H -1.82382 -5.35014 1.18192
H -2.98594 -3.73889 -4.54406
H 1.19267 -4.16270 0.58993
H -1.36558 -5.58480 -4.08172
H -0.81677 -3.35505 -0.23560
H 1.04953 -1.51785 -0.29460
H 1.59789 0.09222 -0.74715
H -0.34951 5.85114 1.50008
H 1.93686 3.48888 2.28726
H 2.95193 6.72873 3.35858
H 2.22676 5.28348 4.09966
H 3.70001 5.13631 3.10572
H -2.52741 6.47796 2.05496
H -3.05622 4.80532 1.75438
H -2.89222 5.93807 0.39867
H -1.29566 -6.15199 -1.03584
H -0.17948 -6.65661 0.22730
H -2.46605 -4.48080 -1.81795
H -2.44930 -2.85798 -2.50572
H -0.35356 1.59372 1.66681
H 1.31381 1.53647 2.24977
H 1.05139 -5.83751 -1.73993
H -0.47151 -3.29086 -3.78887
H 1.17509 -3.43439 -2.25013
H 0.58764 2.00118 -0.68085
H 2.17818 2.16310 0.05989
H 1.21628 4.34194 -0.35978
```

The multiplicity is 1. Its frontier orbital gap is 9.8944 eV. The LUMO energy is 0.54 eV. For the molecular weight, the calculation gives 353.372 g/mol. Its electronic energy is -1277.78186 a.u. The calculation puts the highest occupied orbital energy at -9.35 eV.


Density functional theory data (the ωB97M-V functional and the def2-TZVPD basis) for a molecular structure, CHF4FeN3O14S4.

Geometry as XYZ:
```
28
Properties=species:S:1:pos:R:3
Fe -0.27112 -0.27489 0.65443
O 1.44131 -3.00541 2.83050
C 0.74083 -2.11412 2.16299
O 0.58081 -0.94179 2.43695
O 0.15915 -2.23702 1.11644
H 1.27195 -2.84183 3.76118
N -2.60488 0.48640 1.74942
O -2.37680 -0.68051 1.43561
O -1.58644 1.12912 1.52684
O -3.69861 0.87897 2.18770
N 1.26554 0.69915 0.20677
S 2.63887 0.13713 -0.69980
O 4.01603 0.25589 -0.20561
O 2.36664 0.21954 -2.12459
F 2.20474 -1.40970 -0.37561
S 1.96246 2.11672 0.18949
O 2.03934 2.82903 -1.07492
O 3.04172 2.30529 1.19790
F 0.81855 2.90784 1.00701
N -1.05207 -0.31818 -1.03027
S -1.78146 1.14052 -1.78265
O -3.06338 1.41486 -1.20133
O -1.62319 1.43844 -3.22011
F -0.84014 2.25411 -1.06813
S -1.40348 -1.20598 -2.23231
O -0.37517 -1.20846 -3.28110
O -2.81107 -1.35937 -2.64485
F -1.06013 -2.61574 -1.52196
```

Its net charge is -1. The multiplicity is 6. Its frontier orbital gap (alpha / beta) is 9.6130 / 7.9241 eV. The LUMO energy (alpha / beta) is 1.48 / -0.07 eV. For the molecular weight, the calculation gives 539.131 g/mol. Its electronic energy is -4512.09536 a.u. The calculation puts the highest occupied orbital energy (alpha / beta) at -8.14 / -8.00 eV.